Record 1
Formula: C18H21B2ClF10N7O8S3Y
Source: the Open Molecules 2025 dataset
Level of theory: ωB97M-V/def2-TZVPD

Properties
LUMO level	-1.9	eV
ΔE to the lowest compared entry with this formula, charge and spin	74.5	kcal per mole
orbital gap	0.23998	Eh

```
! RIJCOSX wB97M-V def2-TZVPD def2/J DEFGRID3
* xyz 0 1
Y 0.527 0.300 -0.898
C 5.007 1.048 -2.134
C 3.689 0.930 -1.452
N 2.559 0.892 -2.042
O 2.519 1.069 -3.389
B 1.145 1.418 -3.797
F 1.047 1.420 -5.140
F 0.248 0.410 -3.180
O 0.674 2.716 -3.243
N 0.472 2.607 -1.910
C 0.116 3.660 -1.280
C -0.086 4.994 -1.913
C -0.015 3.453 0.196
N 0.029 2.232 0.575
O 0.035 2.022 1.940
B 1.435 1.850 2.499
F 1.259 1.469 3.805
F 2.127 3.048 2.328
O 2.227 0.757 1.843
N 2.413 0.952 0.501
C 3.600 0.837 0.043
C 4.815 0.615 0.874
C -0.125 4.605 1.135
H 4.874 1.066 -3.211
H 5.635 0.200 -1.857
H 5.523 1.957 -1.820
H -0.129 4.887 -2.993
H 0.742 5.661 -1.662
H -1.005 5.455 -1.554
H 4.576 0.761 1.923
H 5.611 1.297 0.575
H 5.166 -0.409 0.731
H -0.450 5.507 0.624
H 0.846 4.779 1.600
H -0.815 4.360 1.940
C -2.520 -3.312 4.161
C -1.827 -2.393 3.199
C -0.436 -2.344 3.110
C 0.206 -1.518 2.209
N -0.524 -0.728 1.388
C -1.779 -0.833 1.547
C -2.589 -1.561 2.366
H -1.892 -4.167 4.401
H -3.460 -3.671 3.745
H -2.739 -2.781 5.090
H 0.163 -2.981 3.747
H 1.279 -1.455 2.102
H -2.600 -0.328 0.541
H -3.665 -1.568 2.323
F 0.611 -2.824 -2.989
C -0.675 -3.135 -3.088
F -0.804 -4.443 -3.265
F -1.204 -2.489 -4.113
S -1.514 -2.659 -1.511
O -1.164 -1.233 -1.346
O -1.053 -3.509 -0.458
N -2.988 -2.845 -1.969
S -4.267 -2.497 -1.133
O -4.032 -1.467 -0.138
O -5.403 -2.392 -1.984
C -4.568 -4.006 -0.115
F -4.513 -5.101 -0.857
F -5.773 -3.912 0.444
F -3.660 -4.105 0.863
Cl -2.625 1.401 -0.922
C -2.714 0.851 0.746
H -3.737 0.839 1.112
H -2.010 1.389 1.373
S 3.850 -3.168 0.393
C 2.613 -2.278 -0.131
N 1.722 -1.605 -0.500
*
```

=====

Record 2
Formula: C18H21BCl33NO
Source: the Open Molecules 2025 dataset
Level of theory: ωB97M-V/def2-TZVPD

Properties
LUMO level	-0.6	eV
orbital gap	0.33825	Eh

```
! RIJCOSX wB97M-V def2-TZVPD def2/J DEFGRID3
* xyz 0 1
O 2.579 -5.828 1.745
C 1.948 -4.633 1.284
C 1.504 -4.780 -0.179
B 0.294 -5.782 -0.364
C -1.066 -5.515 0.359
C -1.415 -4.269 0.955
C -2.659 -4.156 1.634
N -3.575 -5.127 1.757
C -3.294 -6.300 1.178
C -2.070 -6.539 0.483
H 1.953 -6.328 2.267
H 1.126 -4.356 1.948
H 2.698 -3.842 1.364
H 2.364 -5.179 -0.720
H 1.211 -3.796 -0.574
H 0.434 -6.758 -1.032
H -0.743 -3.418 0.900
H -2.899 -3.215 2.116
H -4.027 -7.093 1.256
H -1.895 -7.515 0.039
Cl 1.344 0.083 -2.579
C 0.581 -1.286 -3.387
Cl -0.474 -2.153 -2.266
Cl -0.303 -0.755 -4.819
H 1.359 -1.966 -3.708
Cl -0.316 -4.885 -4.295
C -0.432 -6.577 -4.788
Cl -0.463 -6.716 -6.547
Cl 0.890 -7.524 -4.108
H -1.362 -6.971 -4.404
Cl 6.727 -2.380 3.242
C 5.030 -2.837 3.402
Cl 4.651 -3.264 5.071
Cl 3.977 -1.538 2.835
H 4.855 -3.709 2.785
Cl -2.919 -1.334 0.076
C -3.392 0.207 -0.638
Cl -5.085 0.570 -0.287
Cl -2.340 1.511 -0.091
H -3.284 0.123 -1.710
Cl -3.001 1.354 -4.123
C -2.244 2.949 -4.082
Cl -3.201 4.048 -3.088
Cl -0.589 2.848 -3.490
H -2.217 3.332 -5.094
Cl 3.581 2.068 0.757
C 4.901 2.400 1.886
Cl 4.349 2.304 3.554
Cl 6.247 1.293 1.607
H 5.251 3.407 1.703
Cl -4.806 3.863 2.144
C -5.859 4.420 0.845
Cl -6.532 6.009 1.216
Cl -4.992 4.456 -0.691
H -6.678 3.720 0.751
Cl -7.263 10.136 4.282
C -6.476 9.473 2.850
Cl -7.501 9.662 1.426
Cl -4.902 10.226 2.594
H -6.318 8.415 3.013
Cl 8.419 3.269 7.466
C 7.243 3.985 6.364
Cl 7.426 3.329 4.738
Cl 5.598 3.742 6.956
H 7.430 5.049 6.320
Cl 6.382 0.577 -4.653
C 4.867 0.252 -3.809
Cl 4.239 -1.336 -4.263
Cl 5.082 0.400 -2.067
H 4.141 0.991 -4.120
Cl -3.620 8.373 -0.799
C -2.799 7.728 -2.220
Cl -3.809 7.904 -3.658
Cl -1.237 8.515 -2.453
H -2.621 6.673 -2.061
*
```

=====

no.,E_tot (Eh)
1,-4425.48187
2,-16039.57982